[1]
{
  "formula": "C33H35N5PSTi",
  "method": "wB97M-V/def2-TZVPD",
  "multiplicity": 2,
  "homo_lumo_gap_ha": [0.2783, 0.2875],
  "total_charge": 2,
  "lumo_ev": [-5.78, -5.59],
  "s_squared": 0.755,
  "symbols": ["Ti", "C", "C", "C", "C", "C", "C", "H", "H", "H", "H", "H", "H", "S", "C", "C", "C", "C", "C", "C", "C", "C", "C", "N", "H", "H", "H", "H", "H", "H", "C", "N", "C", "C", "N", "H", "H", "H", "H", "H", "H", "C", "P", "C", "C", "C", "C", "C", "C", "C", "H", "H", "H", "H", "H", "H", "H", "H", "H", "H", "H", "N", "C", "N", "C", "C", "C", "C", "C", "C", "H", "H", "H", "H", "H", "H"],
  "coordinates": [[0.1134, 0.0260, 0.7424], [-3.0041, -1.0482, 0.0607], [-2.5883, -2.3124, -0.3417], [-2.0257, -3.1827, 0.5815], [-1.8210, -2.7712, 1.8927], [-2.2330, -1.5087, 2.2989], [-2.8580, -0.6561, 1.3882], [-3.5143, -0.3962, -0.6344], [-2.7528, -2.6341, -1.3622], [-1.7512, -4.1844, 0.2811], [-1.3763, -3.4459, 2.6129], [-2.1441, -1.2240, 3.3412], [-3.3033, 0.2678, 1.7346], [1.7230, 0.5330, 4.9382], [2.8290, -0.5169, 4.1660], [2.4872, -0.7829, 2.8702], [1.2948, -0.1285, 2.4561], [0.7858, 0.6160, 3.4968], [-0.3535, 1.4861, 3.2831], [-0.9914, 2.2232, 4.2777], [-2.0278, 3.0656, 3.9337], [-2.4274, 3.1411, 2.6009], [-1.7837, 2.3486, 1.6759], [-0.7611, 1.5359, 1.9891], [3.6755, -0.8862, 4.7141], [3.0917, -1.4111, 2.2313], [-0.6616, 2.1347, 5.3011], [-2.5257, 3.6528, 4.6898], [-3.2329, 3.7859, 2.2859], [-2.1079, 2.3390, 0.6414], [1.1267, -5.1355, -0.6980], [1.6769, -4.1905, 0.2717], [2.8018, -4.6215, 1.1013], [1.2031, -2.9965, 0.3577], [0.7592, -1.9209, 0.4262], [0.6999, -5.9905, -0.1717], [1.9243, -5.4735, -1.3605], [0.3549, -4.6434, -1.2841], [2.5520, -5.5812, 1.5549], [2.9721, -3.8911, 1.8884], [3.6978, -4.7277, 0.4883], [0.3514, 2.8349, -1.8561], [-0.7380, 1.3759, -1.6691], [-0.4747, 0.5251, -3.2669], [-2.3980, 2.0935, -1.9142], [-3.4012, 1.3344, -2.5163], [-4.6639, 1.8665, -2.7170], [-4.9411, 3.1671, -2.3222], [-3.9469, 3.9365, -1.7379], [-2.6821, 3.4053, -1.5378], [0.4019, 3.4164, -0.9341], [-0.0159, 3.4734, -2.6613], [1.3568, 2.4934, -2.1063], [-0.8200, 1.1723, -4.0746], [-1.0169, -0.4170, -3.3096], [0.5878, 0.3181, -3.3998], [-3.1999, 0.3269, -2.8537], [-5.4284, 1.2693, -3.1939], [-5.9236, 3.5847, -2.4854], [-4.1491, 4.9589, -1.4524], [-1.9156, 4.0333, -1.1007], [3.8685, 1.7535, -0.2832], [2.6732, 1.6513, 0.3115], [1.9322, 0.6816, -0.1888], [2.7043, 0.1063, -1.2001], [2.4387, -0.9373, -2.0891], [3.4225, -1.2643, -2.9985], [4.6501, -0.5832, -3.0408], [4.9259, 0.4530, -2.1758], [3.9286, 0.7795, -1.2643], [4.5843, 2.4251, -0.0511], [2.3733, 2.2882, 1.1305], [1.4950, -1.4683, -2.0761], [3.2463, -2.0627, -3.7024], [5.3874, -0.8723, -3.7727], [5.8627, 0.9866, -2.2112]],
  "lowdin_charge": [0.944, -0.091, -0.072, -0.096, -0.083, -0.087, -0.106, 0.088, 0.114, 0.106, 0.120, 0.121, 0.109, 1.094, -0.379, -0.202, -0.287, -0.533, -0.277, 0.008, -0.006, -0.022, -0.132, -0.019, 0.076, 0.089, 0.116, 0.127, 0.120, 0.075, -0.001, -0.156, 0.011, -0.204, 0.131, 0.105, 0.105, 0.094, 0.106, 0.089, 0.106, -0.246, 0.890, -0.236, -0.403, -0.119, -0.055, -0.052, -0.057, -0.118, 0.046, 0.068, 0.039, 0.071, 0.043, 0.028, 0.098, 0.117, 0.117, 0.115, 0.101, 0.173, -0.131, -0.033, -0.226, -0.050, -0.057, -0.051, 0.014, -0.175, 0.182, 0.156, 0.096, 0.113, 0.117, 0.124]
}

---

[2]
{
  "formula": "C33H35N7O7S2Ta",
  "method": "wB97M-V/def2-TZVPD",
  "homo_lumo_gap_ha": 0.2496,
  "total_charge": 3,
  "lumo_ev": -8.73,
  "de_lowest_ev": 0.600,
  "symbols": ["Ta", "C", "C", "C", "C", "C", "C", "C", "S", "O", "O", "N", "C", "C", "C", "C", "C", "C", "C", "C", "N", "C", "H", "H", "H", "H", "H", "H", "H", "H", "H", "H", "H", "H", "H", "C", "O", "C", "O", "N", "N", "H", "H", "H", "H", "H", "H", "N", "N", "C", "N", "S", "H", "H", "H", "H", "H", "O", "C", "C", "O", "O", "C", "C", "C", "C", "C", "C", "C", "C", "C", "C", "C", "C", "H", "H", "H", "H", "H", "H", "H", "H", "H", "H", "H"],
  "coordinates": [[0.7761, 0.0551, 0.2127], [8.1749, -3.4806, 0.8088], [7.0154, -2.5690, 0.5586], [7.0848, -1.6060, -0.4541], [6.0290, -0.7571, -0.7068], [4.8715, -0.8824, 0.0697], [4.7725, -1.8292, 1.0894], [5.8470, -2.6606, 1.3242], [3.5694, 0.1780, -0.2753], [4.0296, 1.3383, -0.9775], [2.4264, -0.5277, -1.0085], [2.6594, 0.4785, 1.0155], [2.9074, 1.6214, 1.8295], [4.0560, 1.9307, 2.4995], [4.1246, 3.1489, 3.2181], [3.0713, 4.0179, 3.2451], [1.8713, 3.7100, 2.5554], [0.7451, 4.5577, 2.4778], [-0.3488, 4.1632, 1.7469], [-0.3503, 2.9156, 1.1163], [0.6863, 2.0823, 1.1763], [1.7999, 2.4884, 1.8694], [9.0964, -2.9072, 0.9143], [8.3106, -4.1532, -0.0408], [8.0319, -4.0842, 1.7020], [7.9868, -1.5195, -1.0466], [6.0960, -0.0062, -1.4830], [3.8726, -1.9113, 1.6852], [5.7914, -3.3962, 2.1160], [4.9114, 1.2667, 2.4739], [5.0374, 3.3931, 3.7443], [3.1425, 4.9539, 3.7844], [0.7565, 5.5151, 2.9851], [-1.2258, 4.7895, 1.6596], [-1.2290, 2.5614, 0.5853], [-0.6944, -1.8051, -3.8281], [0.0600, -0.5410, -3.8281], [0.2752, 0.0517, -2.7217], [-0.1297, -0.3574, -1.5887], [0.9372, 1.2084, -2.7661], [1.1598, 1.8104, -1.5215], [-0.8295, -2.0318, -4.8773], [-1.6455, -1.6486, -3.3293], [-0.0962, -2.5638, -3.3335], [1.2570, 1.6233, -3.6309], [0.6107, 2.6651, -1.4543], [2.1559, 2.0401, -1.4416], [0.6694, -0.3476, 2.7557], [0.1023, -1.6103, 3.0188], [0.2195, -2.5970, 2.1287], [-0.2599, -3.7865, 2.4092], [1.1369, -2.3686, 0.6739], [1.5328, -0.2497, 3.2872], [-0.0002, 0.3512, 3.0793], [-0.4581, -1.7103, 3.8561], [-0.7567, -3.9870, 3.2655], [-0.2324, -4.5135, 1.7113], [-2.9359, 1.5661, 0.4318], [-3.3852, 0.3164, 0.9550], [-2.2744, -0.7006, 0.7672], [-2.3765, -1.8820, 0.7918], [-0.9891, -0.1650, 0.7998], [-4.6990, -0.0612, 0.2805], [-4.8778, -1.1160, -0.6044], [-6.1142, -1.3094, -1.2106], [-7.1733, -0.4577, -0.9442], [-7.0014, 0.5978, -0.0577], [-5.7748, 0.7886, 0.5554], [-3.4743, 0.3350, 2.4906], [-4.3258, -0.5369, 3.1583], [-4.3198, -0.5896, 4.5471], [-3.4606, 0.2190, 5.2773], [-2.6066, 1.0935, 4.6144], [-2.6105, 1.1456, 3.2267], [-3.7115, 1.9911, 0.0432], [-4.0775, -1.8045, -0.8276], [-6.2468, -2.1382, -1.8938], [-8.1327, -0.6184, -1.4174], [-7.8257, 1.2611, 0.1673], [-5.6669, 1.5911, 1.2791], [-5.0001, -1.1722, 2.5976], [-5.0015, -1.2565, 5.0587], [-3.4744, 0.1887, 6.3589], [-1.9682, 1.7590, 5.1832], [-1.9864, 1.8668, 2.7126]],
  "lowdin_charge": [1.755, -0.015, -0.215, 0.009, -0.018, -0.314, -0.058, -0.001, 0.706, -0.234, -0.484, -0.295, -0.265, 0.038, -0.010, 0.021, -0.122, 0.068, 0.007, -0.104, -0.041, -0.170, 0.102, 0.106, 0.089, 0.139, 0.127, 0.085, 0.129, 0.134, 0.131, 0.138, 0.146, 0.134, 0.098, 0.075, 0.087, -0.513, -0.105, 0.102, 0.042, 0.116, 0.106, 0.111, 0.201, 0.139, 0.097, 0.016, 0.000, -0.719, 0.186, 0.811, 0.131, 0.103, 0.182, 0.150, 0.136, -0.004, -0.321, -0.402, 0.166, -0.280, -0.169, -0.017, -0.048, -0.047, -0.041, -0.035, -0.148, 0.004, -0.037, -0.059, -0.071, -0.046, 0.122, 0.104, 0.116, 0.120, 0.120, 0.133, 0.135, 0.121, 0.118, 0.110, 0.088]
}